(1)
58
Properties=species:S:1:pos:R:3:forces:R:3 method="wB97M-V/def2-TZVPD" relative_energy_ev=3.671 mol_weight_g_mol=334.4 multiplicity=1 orbital_gap_ev=8.13 homo_energy_ev=-7.855 lumo_energy_ev=0.3 charge=0 total_energy_ev=-35398.7022 max_force_ev_per_a=3.231
C 1.564946 -0.180045 2.367707 0.44 -1.25 -2.15
C 1.432662 0.490617 0.999376 0.36 3.07 0.93
C 1.501949 -0.252263 -0.296424 -0.81 -0.28 -1.22
N 1.720846 2.570647 -2.781259 0.25 0.57 -1.53
C 2.115102 1.581898 -1.925226 -0.89 1.06 1.01
C 1.231762 0.682988 -1.459728 1.02 -0.14 -0.22
N 0.691989 -1.415785 2.308641 1.85 0.01 1.11
H 1.301772 0.444034 3.211187 -0.04 0.20 -0.04
H 2.640817 -0.446560 2.366219 -0.36 -0.08 0.83
H 2.139352 1.341876 0.954546 0.55 -0.67 0.10
H 0.604827 1.208827 0.994708 -0.61 -0.87 -0.32
H 2.444622 -0.759479 -0.530590 -0.09 -0.29 0.62
H 0.659294 -0.950847 -0.335112 0.67 -0.58 0.12
H 2.200652 3.431788 -2.953298 0.60 -0.25 0.28
H 0.895322 2.518863 -3.349622 -0.20 -0.46 0.27
H 3.086259 1.795597 -1.478887 -0.09 -0.41 0.05
H 0.336280 0.591136 -2.056660 -0.45 -0.05 0.28
H 0.910674 -1.894712 3.189398 -0.80 0.18 0.30
H 1.292746 -2.040080 1.765319 -0.71 -0.03 -0.76
H -2.367908 -1.366105 0.081205 -0.22 -0.21 -0.24
H -1.054111 -0.980571 -0.424246 1.12 0.40 0.07
O -1.858805 -1.346402 -0.751744 -1.16 -0.08 0.27
H 0.841028 -0.714806 -5.171142 -0.05 0.19 -0.13
H 0.393007 -1.041092 -3.773867 -0.09 0.13 0.17
O 0.450786 -0.304220 -4.392006 0.08 -0.31 -0.14
H -1.056839 -5.423455 0.358873 -0.22 0.05 -0.21
H -1.028988 -3.960659 -0.165205 -0.20 -0.37 -0.29
O -0.731801 -4.542346 0.553873 0.33 0.21 0.44
H 1.032376 5.025642 0.501047 0.11 0.03 -0.09
H -0.323869 4.723177 -0.144123 -0.02 -0.31 -0.13
O 0.116062 4.838464 0.713748 -0.19 0.48 0.00
H -2.418398 2.485679 0.626233 0.07 0.19 0.49
H -2.555981 4.054543 0.548597 0.22 0.24 0.66
O -2.664144 3.236827 0.080189 -0.76 -0.62 -0.74
H -0.395938 2.809858 -1.411962 -0.19 -0.44 0.00
H -1.591290 3.536880 -2.137897 -0.25 -0.42 0.30
O -0.755652 3.652440 -1.688044 0.74 1.13 -0.53
H -0.574695 -0.378480 4.436525 -0.01 -0.09 0.09
H -1.314736 0.896445 4.181421 0.05 0.08 -0.03
O -0.821317 0.440824 4.879322 -0.01 -0.06 -0.03
H 0.971368 2.959594 3.356935 0.19 -0.60 -0.06
H 0.457045 3.858284 2.313307 -0.02 -0.09 -0.89
O 0.844782 2.971691 2.396262 -0.21 0.68 1.28
H 1.687368 -3.346090 -3.579679 0.23 -0.10 0.06
H 1.429201 -4.684644 -2.864807 0.06 0.14 0.21
O 0.991115 -3.923072 -3.259098 -0.05 0.15 -0.40
H -1.926539 -2.960712 -1.933596 -0.20 -0.53 0.58
H -0.776034 -3.477106 -2.654436 0.24 -1.00 0.33
O -1.441306 -3.806338 -2.018493 -0.22 1.37 -0.80
H -0.996500 0.516533 1.942650 -0.34 -0.47 0.17
H -0.853174 1.982391 2.041653 0.09 0.40 0.44
O -1.502449 1.287640 2.236579 0.16 0.30 -0.52
H -3.351565 -1.277536 2.665703 0.09 -0.31 -0.02
H -3.214417 -0.026724 1.839881 0.16 0.17 -0.06
O -2.899226 -0.935839 1.888589 -0.41 -0.05 0.03
H 2.100692 -3.622379 0.190489 -0.11 0.11 0.01
H 1.012583 -4.621459 -0.237932 0.13 0.22 0.48
O 1.977507 -4.487651 -0.200361 0.17 -0.34 -0.47


(2)
82
Properties=species:S:1:pos:R:3:forces:R:3 method="wB97M-V/def2-TZVPD" relative_energy_ev=0.174 mol_weight_g_mol=763.3 multiplicity=1 orbital_gap_ev=6.85 homo_energy_ev=-9.753 lumo_energy_ev=-2.9 charge=+1 total_energy_ev=-136374.9081 max_force_ev_per_a=0.331
Sr 0.369805 0.030210 0.223315 0.32 -0.02 -0.08
Br -6.252259 3.769147 2.274550 0.07 -0.02 0.00
C -4.509721 3.075377 1.997891 -0.07 0.11 0.13
C -3.484838 3.377430 2.909737 -0.10 -0.04 -0.11
C -2.227803 2.880640 2.704186 0.10 -0.02 -0.03
C -1.902610 2.053179 1.594089 0.02 0.12 0.24
O -0.691987 1.625186 1.462673 -0.14 -0.01 -0.11
C -2.955851 1.751082 0.683210 0.00 -0.05 -0.07
C -2.854901 0.952786 -0.511541 -0.05 0.00 -0.03
N -1.863075 0.278019 -0.997741 -0.29 0.06 -0.12
C -2.053727 -0.357862 -2.261763 0.08 -0.01 0.00
C -3.189847 -0.291807 -3.035263 -0.05 0.08 0.06
C -3.305448 -0.950195 -4.272319 0.07 -0.06 -0.06
C -2.274133 -1.690299 -4.769526 -0.05 0.05 0.04
C -1.077888 -1.781701 -4.026626 0.09 0.06 -0.03
C 0.035903 -2.508750 -4.506326 -0.04 0.00 -0.01
C 1.185266 -2.563333 -3.776355 0.01 -0.01 -0.01
C 1.212064 -1.884758 -2.547142 0.00 0.07 0.07
N 0.204713 -1.196043 -2.064068 -0.10 -0.09 -0.06
C -0.956226 -1.116137 -2.783931 0.05 -0.10 0.14
C -4.246706 2.290264 0.917558 0.06 -0.08 -0.09
H -3.695814 4.003414 3.766434 0.00 0.00 0.00
H -1.423672 3.107452 3.392530 -0.01 0.01 0.01
H -3.795260 0.960996 -1.062296 -0.01 0.00 0.05
H -4.044705 0.286357 -2.716310 0.02 -0.01 -0.01
H -4.228506 -0.858230 -4.828735 -0.01 0.01 0.01
H -2.348925 -2.200957 -5.720631 -0.01 0.00 0.00
H -0.044435 -3.014822 -5.460849 0.01 0.00 0.00
H 2.054915 -3.107911 -4.115034 0.00 0.00 0.00
H 2.112241 -1.912964 -1.936376 0.00 -0.02 -0.01
H -5.041937 2.066146 0.216630 0.01 0.00 0.00
N -3.215139 -6.005689 3.313637 -0.02 0.02 -0.04
C -2.113411 -5.402091 3.782054 0.09 0.07 0.18
S -1.282527 -5.893315 5.108299 -0.05 0.02 -0.11
C -1.642233 -4.231614 2.980154 -0.03 -0.08 -0.03
C -1.220934 -3.068399 3.611049 0.01 -0.01 0.07
C -0.751475 -2.028548 2.835733 0.01 0.03 -0.08
N -0.656301 -2.091878 1.501514 0.03 0.03 0.01
C -1.067149 -3.208563 0.899884 -0.01 0.00 0.02
C -1.576638 -4.293023 1.592821 -0.02 -0.04 0.05
H -3.587592 -6.785508 3.831322 -0.01 0.00 -0.02
H -3.789363 -5.577426 2.606230 0.02 -0.03 0.01
H -1.254549 -2.992792 4.688884 0.00 0.01 -0.01
H -0.435389 -1.097477 3.295041 -0.01 0.00 0.02
H -0.982345 -3.234858 -0.181157 0.00 0.00 0.00
H -1.883700 -5.187342 1.067021 0.03 0.03 -0.05
N 1.322480 2.250982 -1.157607 0.03 -0.02 0.07
C 0.453396 2.396481 -2.283431 -0.02 -0.02 0.01
C -0.747286 3.081686 -2.152468 -0.02 0.01 0.02
C -1.625625 3.148439 -3.222996 0.01 -0.01 -0.02
C -1.311627 2.538460 -4.430312 0.01 0.00 0.01
C -0.106111 1.863038 -4.560269 -0.02 0.01 0.00
C 0.773241 1.787411 -3.490521 0.03 -0.01 0.00
H 1.138470 2.967683 -0.463142 0.01 0.01 0.00
H 2.297377 2.309613 -1.426569 0.00 0.01 -0.01
H -1.001042 3.548785 -1.206602 0.00 0.00 0.00
H -2.557765 3.687983 -3.113213 0.00 0.00 0.00
H -1.996156 2.596909 -5.265749 0.00 0.00 0.00
H 0.153666 1.392116 -5.499712 0.00 0.00 0.00
H 1.711178 1.251355 -3.591419 0.00 0.00 -0.01
C 4.470420 -3.219040 2.749711 -0.04 -0.01 -0.02
C 3.203953 -2.738080 2.045143 0.04 0.03 0.01
P 3.200161 -0.998730 1.444724 -0.01 -0.04 0.02
C 4.729493 -0.925078 0.417287 -0.06 0.03 -0.03
C 4.745758 0.241591 -0.571288 0.01 -0.05 0.03
C 3.640286 -0.049163 2.959448 -0.04 0.04 -0.05
C 3.467629 1.461700 2.796407 0.02 -0.05 0.01
H 4.354858 -4.257034 3.061509 0.02 0.00 0.01
H 4.682746 -2.630711 3.641930 0.00 0.00 0.00
H 5.339279 -3.166777 2.093299 0.01 0.00 0.01
H 2.336692 -2.838646 2.704402 -0.01 -0.01 -0.01
H 2.992852 -3.363506 1.172622 -0.02 -0.01 0.00
H 4.779468 -1.868661 -0.133680 0.02 -0.01 0.02
H 5.602362 -0.892677 1.072338 0.02 -0.01 -0.02
H 3.897871 0.178686 -1.258865 0.00 0.01 0.00
H 5.658380 0.230193 -1.166901 -0.01 0.01 -0.01
H 4.696601 1.204896 -0.062688 0.00 0.01 0.00
H 4.662667 -0.291280 3.255960 0.00 0.00 0.02
H 2.981455 -0.410994 3.754254 0.01 -0.02 0.00
H 4.144212 1.864741 2.042268 0.00 0.01 0.00
H 3.682549 1.974927 3.733255 0.00 0.01 -0.01
H 2.444475 1.716765 2.508907 0.00 0.01 0.00


(3)
106
Properties=species:S:1:pos:R:3:forces:R:3 method="wB97M-V/def2-TZVPD" relative_energy_ev=0.577 mol_weight_g_mol=1503.7 multiplicity=1 orbital_gap_ev=6.40 homo_energy_ev=-5.088 lumo_energy_ev=1.3 charge=-1 total_energy_ev=-160217.8202 max_force_ev_per_a=0.998
Bi -1.321255 -0.181735 -0.530848 -0.02 -0.52 0.13
O -3.564438 -6.232007 0.148212 -0.04 -0.02 -0.06
C -3.208843 -4.948497 -0.057723 0.02 -0.07 0.07
C -3.262103 -4.342975 -1.298635 -0.19 -0.05 -0.11
C -2.899639 -3.018254 -1.398223 0.30 -0.01 -0.02
N -2.311823 -2.357516 -0.387824 -0.67 -0.10 -0.08
C -2.386617 -2.914634 0.836497 0.16 0.19 -0.13
C -2.825948 -4.194092 1.046350 -0.04 -0.12 0.06
C -2.025759 -2.032379 2.020278 0.17 0.02 0.01
O -2.141630 -2.476138 3.143983 0.03 -0.01 0.05
O -1.613281 -0.852140 1.694900 -0.15 -0.09 -0.16
C -3.141221 -2.339792 -2.718413 0.98 0.15 -0.08
O -3.373968 -2.899560 -3.745295 -0.27 -0.11 -0.11
O -2.669605 -1.045242 -2.658257 -0.57 -0.05 0.20
H -3.906564 -6.605711 -0.672188 -0.01 0.00 0.02
H -3.682983 -4.820989 -2.173992 -0.01 -0.02 0.04
H -2.878981 -4.582158 2.053597 0.03 0.02 -0.02
C 2.847250 -2.602240 -1.668791 0.01 0.07 0.02
C 2.729780 -1.176527 -2.124779 0.02 0.08 0.00
N 3.825085 -0.585101 -2.546720 -0.04 0.14 -0.01
C 3.764473 0.687464 -2.987564 0.07 -0.22 0.04
C 2.585791 1.363354 -3.146381 -0.05 0.07 -0.01
C 2.549398 2.756310 -3.742347 0.13 -0.05 0.04
O 3.815212 3.386967 -3.823880 -0.03 -0.04 0.03
C 1.388496 0.734554 -2.736651 -0.15 0.09 -0.02
C 0.122642 1.266919 -3.237528 0.00 -0.23 -0.14
N -1.006468 0.814846 -2.874186 -0.14 0.08 -0.08
C -2.196037 1.019373 -3.609898 0.35 -0.10 0.03
C -2.525373 2.133974 -4.360550 0.04 0.11 -0.13
C -3.728916 2.155264 -5.046659 0.00 -0.07 0.01
C -4.571215 1.049784 -5.014235 0.06 0.03 0.02
C -4.250096 -0.077693 -4.269018 -0.07 0.01 0.01
C -3.077730 -0.053369 -3.543447 0.10 -0.13 -0.09
I -5.881152 -1.902645 -1.485070 -0.10 0.00 0.06
C 1.459224 -0.516097 -2.089155 0.08 -0.09 0.12
O 0.463766 -1.149931 -1.495109 -0.05 0.08 -0.21
H 3.667979 -3.074556 -2.204951 0.01 0.00 0.01
H 1.921240 -3.151316 -1.838878 0.02 0.01 -0.02
H 3.072313 -2.646169 -0.598849 0.00 -0.01 -0.06
H 4.717753 1.145048 -3.224624 -0.01 -0.02 0.01
H 1.938803 3.407335 -3.116900 -0.03 0.04 0.02
H 2.081512 2.725847 -4.732604 -0.04 0.01 -0.05
H 4.393972 2.852161 -4.376074 -0.02 0.01 -0.03
H 0.183666 1.957009 -4.082724 0.01 -0.05 -0.04
H -1.867436 2.995982 -4.365099 -0.10 -0.14 -0.07
H -4.017972 3.042188 -5.595388 0.02 -0.02 -0.03
H -5.503784 1.064941 -5.561898 -0.01 0.00 0.00
H -4.900134 -0.938576 -4.232233 -0.04 0.04 0.07
F -5.673020 2.321087 1.528389 -0.08 0.04 0.05
C -5.461566 2.742828 0.289227 0.06 0.00 0.06
F -5.533085 4.072555 0.257786 -0.07 0.02 0.01
F -6.370337 2.234022 -0.524559 -0.09 0.00 0.04
S -3.813069 2.202109 -0.296447 0.18 -0.42 -0.66
O -3.763536 0.777078 -0.033367 0.05 0.25 0.12
O -3.705649 2.598301 -1.676994 -0.23 0.02 0.35
N -2.856106 3.021831 0.662638 0.11 0.24 -0.12
S -1.455922 3.455365 0.087074 -0.19 0.14 0.74
O -0.782840 2.349955 -0.583572 0.27 0.48 0.11
O -0.731524 4.181426 1.082604 0.02 -0.17 -0.12
C -1.736625 4.713601 -1.275018 -0.01 0.01 0.05
F -1.508828 4.180127 -2.472399 0.07 0.13 0.03
F -2.965697 5.208861 -1.237438 0.07 0.08 0.04
F -0.873664 5.713995 -1.093284 0.02 -0.01 -0.10
F -0.554617 4.320851 6.296996 -0.04 0.07 0.03
C 0.401558 3.392497 6.435614 0.04 -0.14 -0.04
F 1.549454 4.035763 6.720428 -0.01 0.04 0.04
F 0.085179 2.667028 7.529538 0.00 0.01 0.06
C 0.533519 2.524615 5.218646 0.07 0.05 -0.02
C -0.573262 2.273603 4.429468 -0.02 0.01 -0.09
C -0.450286 1.467547 3.306806 -0.15 -0.05 -0.08
C 0.776348 0.910275 2.967542 0.12 -0.05 0.02
C 1.884814 1.168739 3.779372 -0.03 0.02 -0.03
C 1.766197 1.966999 4.902506 -0.01 -0.02 0.00
P 0.947634 -0.140051 1.468205 0.51 0.28 0.28
C 1.114623 -1.834360 2.143332 -0.28 -0.03 -0.07
C 1.159314 -2.110673 3.503482 0.03 -0.01 0.02
C 1.128806 -3.423077 3.954834 0.02 0.04 0.04
C 1.044632 -4.463097 3.046585 0.02 0.01 -0.03
C 0.996544 -4.203354 1.683423 -0.01 0.04 -0.02
C 1.028006 -2.893820 1.236673 -0.05 0.01 -0.01
C 0.936068 -5.880477 3.526263 0.00 0.10 -0.03
F -0.341620 -6.299976 3.562679 -0.03 -0.03 0.01
F 1.435570 -6.035836 4.764469 0.01 -0.06 0.04
F 1.597982 -6.733091 2.720227 0.03 -0.05 0.00
C 2.671679 0.272194 0.991835 -0.05 0.02 -0.13
C 2.873143 1.507625 0.371781 -0.08 -0.05 0.01
C 4.134492 1.885363 -0.058614 -0.07 0.05 0.06
C 5.200755 1.016981 0.116805 0.01 0.01 0.04
C 5.019256 -0.208401 0.736064 -0.04 -0.06 0.04
C 3.757229 -0.579915 1.174659 0.04 0.05 0.04
C 6.574895 1.390154 -0.352631 -0.12 0.00 0.03
F 6.559186 2.428772 -1.203182 0.05 0.02 -0.04
F 7.375090 1.739820 0.677646 0.07 0.02 0.02
F 7.183220 0.368055 -0.978895 0.07 -0.01 -0.03
H -1.530152 2.716515 4.669160 0.00 0.00 0.00
H -1.328604 1.263701 2.708932 0.03 -0.01 -0.01
H 2.852058 0.747993 3.531637 -0.02 0.02 -0.01
H 2.628608 2.163735 5.525241 0.00 0.02 -0.02
H 1.191359 -1.305631 4.224389 -0.03 -0.01 0.01
H 1.149067 -3.632264 5.015923 0.00 0.02 -0.02
H 0.909307 -5.019996 0.977285 0.03 0.03 0.00
H 0.961088 -2.683970 0.175591 -0.06 -0.02 0.05
H 2.028121 2.176154 0.223838 0.06 -0.03 -0.02
H 4.283734 2.839939 -0.545067 -0.02 -0.02 -0.03
H 5.860593 -0.876168 0.870160 -0.01 -0.01 -0.02
H 3.623500 -1.535185 1.665483 -0.01 -0.03 -0.01


(4)
14
Properties=species:S:1:pos:R:3:forces:R:3 method="wB97M-V/def2-TZVPD" relative_energy_ev=0.661 smiles="C[P@@H](=O)C[NH3+]" mol_weight_g_mol=94.1 multiplicity=1 orbital_gap_ev=11.83 homo_energy_ev=-15.215 lumo_energy_ev=-3.4 charge=+1 total_energy_ev=-15038.5410 max_force_ev_per_a=5.285
C -2.181100 0.713459 -0.343495 1.86 -3.42 -1.40
C 1.172842 0.551194 0.486312 -3.93 0.17 -1.00
N 1.850433 -0.494713 -0.144935 3.19 -4.13 -0.84
O -0.357544 -1.495191 -0.500574 0.02 -0.52 -0.68
P -0.841525 -0.374187 0.378760 2.16 1.74 -0.75
H -3.075212 0.025838 -0.330745 0.82 0.82 -0.44
H -2.370328 1.577503 0.214290 -0.05 1.44 0.58
H -1.673436 0.817454 -1.381894 -1.52 0.30 1.47
H 1.605618 0.989614 1.339420 0.19 0.00 1.31
H 1.012080 1.310448 -0.259078 -0.02 0.55 -0.09
H 2.334365 -0.192202 -1.021324 -0.46 -0.55 0.93
H 2.558580 -1.075207 0.432249 -1.21 1.67 -0.87
H 1.057510 -1.400728 -0.424644 -0.29 2.03 0.02
H -1.092279 -0.953282 1.555658 -0.76 -0.10 1.76